15
Properties=species:S:1:pos:R:3:forces:R:3:lowdin_charge:R:1 method="wB97M-V/def2-TZVPD" charge=0 e_homo_ev=-7.918 largest_force_ev_per_a=0.25 smiles=Cc1c[nH]c(N)c1 e_tot_ha=-304.8322 homo_lumo_gap_ev=9.0
C -2.39627 -0.18785 0.03408 -0.1 0.0 0.0 -0.0676
C -0.92156 0.08669 -0.00721 0.0 0.1 0.0 -0.3037
C -0.33063 1.32778 -0.03076 -0.1 0.0 0.0 -0.0956
N 1.02752 1.15396 -0.02120 0.1 -0.1 0.0 0.0593
C 1.32760 -0.18071 -0.00072 -0.2 0.1 0.0 -0.3855
N 2.69295 -0.56114 -0.00454 0.0 -0.2 0.0 0.0730
C 0.13619 -0.87065 0.00958 0.1 0.0 0.0 -0.0143
H -2.65728 -1.08435 -0.53814 0.1 0.1 0.1 0.0723
H -2.74984 -0.34249 1.06047 0.1 0.0 -0.1 0.0736
H -2.96276 0.65045 -0.38532 0.1 -0.1 0.1 0.0721
H -0.77513 2.31398 -0.04954 0.1 -0.2 0.0 0.1136
H 1.73351 1.87134 -0.04534 -0.1 -0.1 0.0 0.1483
H 2.91864 -1.13996 0.79637 0.0 0.1 -0.1 0.0747
H 2.92706 -1.08815 -0.83924 0.0 0.1 0.1 0.0757
H 0.03000 -1.94889 0.02149 0.0 0.2 0.0 0.1042